Version P
{"formula": "C6H9FN2", "method": "ωB97M-V/def2-TZVPD", "symbols": ["H", "C", "H", "H", "C", "H", "F", "H", "H", "C", "N", "H", "N", "C", "C", "H", "H", "C"], "coordinates": [[1.82809, -2.60543, -1.10499], [1.04621, -0.89944, -0.15635], [-1.25663, 1.60150, -1.45433], [-1.81314, 1.60476, 1.09922], [1.11339, 0.43239, 0.39217], [2.00419, 0.98608, 0.24370], [-2.44896, -1.42576, 0.68137], [3.05114, -1.18777, -0.88160], [0.24609, 1.96828, 1.44929], [2.02511, -1.59448, -0.66910], [-2.05643, -0.15894, -1.11793], [-2.73021, -0.80608, -1.70955], [-1.78682, 0.84168, -1.92164], [-1.30923, 0.57596, 1.14280], [0.08626, 1.05905, 0.98291], [0.10900, -1.41204, -0.05257], [-1.42253, 0.49584, 2.28190], [-1.92180, -0.27986, 0.17416]], "nbo_charge": [0.2016, -0.2386, 0.3124, 0.2424, -0.2246, 0.2088, -0.3310, 0.1929, 0.1979, -0.3564, -0.2476, 0.4400, -0.6397, -0.5621, -0.1496, 0.1970, 0.2795, 0.4770], "lumo_ev": [0.8, 0.8]}

***

Version Q
{"formula": "C6H9FN2", "method": "ωB97M-V/def2-TZVPD", "symbols": ["F", "C", "N", "N", "H", "H", "C", "H", "H", "H", "C", "H", "H", "C", "C", "H", "C", "H"], "coordinates": [[-1.82178, -0.24789, 1.75904], [-1.00329, -0.10980, 2.69455], [0.33762, -0.37843, 0.33589], [1.01540, -1.40746, -0.15864], [1.98068, -1.34246, -1.97663], [0.45241, -2.18386, -2.10200], [0.91768, -1.35066, -1.63272], [-0.36733, -0.09924, 4.88794], [-0.69370, 1.81949, 0.92936], [0.79862, -2.18970, 0.16120], [0.36426, 0.12426, -1.85697], [1.17113, 0.72384, -2.48610], [-0.60592, 0.06205, -2.44928], [-0.56531, 1.79218, -0.13957], [0.16430, 0.58888, -0.47738], [-1.51145, 1.82328, -0.62841], [-0.62312, -0.26080, 3.79918], [-0.01018, 2.63633, -0.65944]], "nbo_charge": [-0.2682, 0.4041, -0.2207, -0.4068, 0.1902, 0.1960, -0.2598, 0.2505, 0.2350, 0.3431, -0.4636, 0.2174, 0.2183, -0.6373, 0.1675, 0.2177, -0.4007, 0.2174], "lumo_ev": 0.9, "smiles": "CC1=NNCC1.C#CF"}

***

Most stable one: version P, least stable one: version Q.

***

Version P
{"formula": "C6H5N", "method": "ωB97M-V/def2-TZVPD", "symbols": ["C", "N", "C", "H", "C", "C", "H", "C", "H", "H", "H", "C"], "coordinates": [[-0.40112, 0.34161, -0.25598], [-3.53814, -2.11488, -3.22370], [0.17961, 0.21483, 1.08262], [0.77754, -0.69309, -3.14444], [-2.38270, -1.91904, -3.13407], [-0.17459, -0.70235, -2.63170], [1.03676, 0.99134, 1.29972], [-1.19671, -1.35826, -3.29162], [-0.46865, 0.62745, 1.89430], [-0.94604, 1.24141, -0.56963], [0.50520, -0.90143, 1.20153], [-0.09213, -0.35500, -1.28864]], "nbo_charge": [-0.2908, -0.2268, -0.6487, 0.2369, 0.0978, -0.3712, 0.2338, 0.0828, 0.2333, 0.2407, 0.2347, 0.1776], "lumo_ev": [-1.6, -1.6]}

***

Version Q
{"formula": "C6H5N", "method": "ωB97M-V/def2-TZVPD", "symbols": ["H", "H", "H", "C", "C", "H", "C", "C", "N", "C", "H", "C"], "coordinates": [[-2.94064, -1.15115, -0.85311], [2.80157, 1.00764, -0.02682], [-0.00341, 0.63106, 1.46229], [-0.71786, -1.58859, -0.60980], [-1.97783, -1.01458, -0.32175], [-2.37080, 0.79982, 0.75639], [-1.69369, 0.08563, 0.49384], [1.68126, -1.05104, -0.09655], [-0.36796, 0.22466, 0.65469], [0.31012, -0.87090, 0.01766], [2.04785, -2.12658, -0.26428], [2.58090, -0.08709, -0.04735]], "nbo_charge": [0.2358, 0.1966, 0.4053, 0.1552, -0.4079, 0.2047, -0.0334, -0.3561, -0.4917, -0.0603, 0.2436, -0.0917], "lumo_ev": [0.1, -0.7]}

***

Most stable one: version P, least stable one: version Q.

***

Version P
{"formula": "C4H13NOP", "method": "ωB97M-V/def2-TZVPD", "symbols": ["C", "H", "H", "C", "H", "H", "H", "H", "H", "H", "O", "H", "H", "N", "H", "C", "H", "H", "C", "P"], "coordinates": [[2.46148, -1.35029, -2.34479], [1.18958, -0.52019, 0.54642], [3.58703, -1.48941, -1.90546], [-1.41355, 2.32345, 1.55409], [-2.33051, 2.58062, 1.30761], [2.20025, -2.24962, -2.99580], [3.07751, -0.62154, -0.17574], [2.32244, -0.60482, -3.21476], [0.61236, -1.08478, -1.41254], [-3.51457, 0.05336, 0.67601], [0.11489, -0.00873, 1.14103], [-0.65739, 3.02392, 1.33065], [-1.17265, 0.84459, -0.55816], [2.10006, -0.76177, -0.06862], [-1.41393, 2.29770, 2.65365], [1.63100, -1.01170, -1.21940], [-2.36659, -1.31902, 0.49120], [-2.63185, -0.43427, 2.31638], [-2.64806, -0.38418, 1.10752], [-1.14748, 0.71669, 0.77070]], "nbo_charge": [-0.7303, 0.4874, 0.2343, -0.9722, 0.2435, 0.2962, 0.4168, 0.2882, 0.1957, 0.2474, -1.1104, 0.2674, -0.1046, -0.6085, 0.2784, 0.2646, 0.2581, 0.2732, -0.9479, 1.7226], "lumo_ev": -3.5, "total_charge": 1}

***

Version Q
{"formula": "C4H13NOP", "method": "ωB97M-V/def2-TZVPD", "symbols": ["H", "H", "P", "C", "H", "O", "H", "C", "C", "H", "H", "H", "H", "H", "H", "C", "N", "H", "H", "H"], "coordinates": [[0.36986, 0.27282, -2.26843], [0.27727, -2.40785, 1.33382], [-0.52162, -0.31215, 0.39765], [0.69540, -1.64490, 0.67185], [1.46001, 1.44071, -2.92660], [-1.09457, -1.00761, -0.91909], [0.90323, -2.13394, -0.26742], [-1.52646, -0.46957, 1.98645], [0.46816, 1.28663, 0.22552], [-1.51923, 0.44652, 2.39291], [-1.18898, -1.34590, 2.40564], [2.08160, 0.22727, -1.75317], [-2.50788, -0.51247, 1.68205], [-1.70658, -0.56089, -1.53470], [1.63972, -1.23508, 1.27601], [1.23628, 0.87049, -1.98073], [1.06225, 1.74183, -0.82147], [-1.49643, 0.78119, 0.05739], [1.20815, 2.67921, -1.13018], [0.15984, 1.88368, 1.17248]], "nbo_charge": [0.2355, 0.2605, 1.5582, -1.0199, 0.2472, -0.9935, 0.2656, -0.8727, -0.0738, 0.2415, 0.2394, 0.2371, 0.2546, 0.5279, 0.2518, -0.4607, -0.4727, -0.1322, 0.4376, 0.2688], "lumo_ev": -4.3, "smiles": "C/[NH+]=C\\[PH](C)(C)O", "total_charge": 1}

***

Most stable one: version P, least stable one: version Q.

***

Version P
{"formula": "C5H14OP", "method": "ωB97M-V/def2-TZVPD", "symbols": ["H", "H", "H", "H", "H", "H", "H", "C", "H", "C", "H", "P", "H", "H", "H", "H", "C", "O", "H", "C", "C"], "coordinates": [[1.93238, -0.82834, 1.20913], [2.29437, -1.99024, 0.09023], [-2.71754, -0.32704, -1.02633], [-2.24364, 0.45064, 1.17161], [-1.56985, 0.01816, 2.91306], [2.01725, 0.85195, -0.85389], [1.43699, -0.50624, -1.72147], [-1.72476, -0.18676, 1.81786], [-2.34338, -1.14449, 1.73719], [2.26998, -0.92688, 0.25011], [-1.56160, 0.01919, -2.42256], [-0.21845, 0.42897, -0.17736], [-0.12051, 2.01047, 1.45760], [0.38301, 2.79140, -0.09348], [-2.30217, 1.34985, -1.42748], [3.24825, -0.56628, 0.23879], [1.44558, -0.09245, -0.75126], [-0.39425, -0.29318, 1.19424], [-1.36422, 2.50477, 0.27638], [-0.36020, 2.13451, 0.37698], [-1.94577, 0.33864, -1.45946]], "nbo_charge": [0.2262, 0.2363, 0.2517, 0.1784, 0.2426, 0.2682, 0.2727, -0.2643, 0.2223, -0.5935, 0.2501, 1.7602, 0.2725, 0.2773, 0.2330, 0.2334, -0.7441, -0.8071, 0.2658, -1.0097, -0.7722], "lumo_ev": -3.1, "total_charge": 1}

***

Version Q
{"formula": "C5H14OP", "method": "ωB97M-V/def2-TZVPD", "symbols": ["C", "C", "P", "H", "H", "H", "H", "H", "H", "H", "H", "H", "H", "C", "O", "C", "H", "C", "H", "H", "H"], "coordinates": [[0.68843, 0.08082, -1.91232], [1.51997, -1.71725, 0.49358], [0.88938, -0.00362, -0.06294], [-1.77492, -0.64483, -0.94450], [-2.34774, 1.73559, 0.76727], [2.51745, -1.67984, 0.12547], [1.54938, -1.67165, 1.58593], [0.67741, 1.10075, -2.18810], [1.01143, -2.44474, -0.06147], [-1.44149, -1.82264, 0.39173], [-2.67501, -0.50503, 0.62198], [-0.54558, -0.20126, 1.83133], [-0.95624, 2.25354, -0.22876], [-0.73968, 0.26789, 0.78923], [1.97207, 0.89233, 0.62477], [-1.70094, -0.74134, 0.20433], [2.18056, 1.81955, 0.62072], [-1.25021, 1.75084, 0.64896], [-0.80553, 2.33857, 1.39119], [1.45402, -0.33157, -2.42744], [-0.22276, -0.47611, -2.27097]], "nbo_charge": [-0.9563, -0.8879, 1.8127, 0.2074, 0.2447, 0.2556, 0.2704, 0.2639, 0.2543, 0.2323, 0.2483, 0.2655, 0.2167, -0.5357, -0.9818, -0.6311, 0.5563, -0.6152, 0.2303, 0.2648, 0.2848], "lumo_ev": -3.1, "total_charge": 1}

***

Most stable one: version Q, least stable one: version P.